Record 1
{"formula": "C51H110O30", "method": "ωB97M-V with the def2-TZVPD basis set", "symbols": ["C", "O", "C", "C", "O", "C", "C", "O", "C", "H", "H", "H", "H", "H", "H", "H", "H", "H", "H", "H", "H", "H", "H", "C", "O", "C", "C", "O", "C", "C", "O", "C", "H", "H", "H", "H", "H", "H", "H", "H", "H", "H", "H", "H", "H", "H", "C", "O", "C", "C", "O", "C", "C", "O", "C", "H", "H", "H", "H", "H", "H", "H", "H", "H", "H", "H", "H", "H", "H", "C", "O", "C", "C", "O", "C", "C", "O", "C", "H", "H", "H", "H", "H", "H", "H", "H", "H", "H", "H", "H", "H", "H", "C", "O", "C", "C", "O", "C", "C", "O", "C", "H", "H", "H", "H", "H", "H", "H", "H", "H", "H", "H", "H", "H", "H", "C", "O", "C", "C", "O", "C", "C", "O", "C", "H", "H", "H", "H", "H", "H", "H", "H", "H", "H", "H", "H", "H", "H", "C", "O", "C", "C", "O", "C", "C", "O", "C", "H", "H", "H", "H", "H", "H", "H", "H", "H", "H", "H", "H", "H", "H", "O", "C", "O", "C", "C", "O", "H", "H", "H", "H", "O", "C", "O", "C", "C", "O", "H", "H", "H", "H", "O", "C", "O", "C", "C", "O", "H", "H", "H", "H"], "xyz": [[-2.6129, -3.2473, -1.5700], [-2.6254, -2.1141, -2.4136], [-2.2814, -0.8963, -1.7329], [-2.2759, 0.2771, -2.7593], [-2.2117, 1.4974, -2.0565], [-1.8950, 2.6340, -2.8491], [-3.0538, 3.1483, -3.6773], [-3.4156, 2.3415, -4.7654], [-4.7000, 2.5582, -5.2997], [-1.6208, -3.7590, -1.4967], [-3.3448, -3.9497, -1.9588], [-2.9192, -3.0003, -0.5279], [-1.3011, -1.0291, -1.2870], [-2.9406, -0.7084, -0.9099], [-3.1699, 0.2153, -3.3786], [-1.4644, 0.1616, -3.4654], [-1.0605, 2.3590, -3.4910], [-1.5961, 3.4597, -2.1866], [-2.7316, 4.1934, -3.9386], [-3.9284, 3.2964, -3.0087], [-4.9638, 1.7517, -5.9810], [-4.6242, 3.5086, -5.9100], [-5.4816, 2.6907, -4.5487], [-0.5703, 6.6336, -2.7584], [-0.6164, 5.4847, -1.8941], [0.6434, 4.8232, -1.6357], [1.1371, 5.4035, -0.2752], [2.1333, 4.4964, 0.2484], [2.5767, 4.7342, 1.5993], [3.5549, 5.8420, 1.6538], [2.8602, 7.0483, 1.5486], [3.7181, 8.2280, 1.7320], [-1.4222, 7.2674, -2.6234], [-0.5662, 6.2835, -3.7577], [0.3285, 7.1414, -2.4720], [1.3754, 5.0182, -2.4264], [0.4535, 3.7455, -1.5746], [0.2854, 5.4136, 0.3654], [1.4419, 6.4482, -0.3839], [2.9362, 3.7526, 1.9028], [1.7339, 4.9945, 2.2191], [4.2744, 5.7629, 0.8164], [4.2167, 5.7886, 2.5495], [4.5730, 8.3001, 1.0246], [4.1458, 8.2452, 2.7481], [3.1527, 9.1435, 1.5745], [-8.4358, -3.1641, 4.1033], [-7.2801, -2.5335, 4.5907], [-6.0259, -3.0788, 4.1510], [-5.6293, -2.7236, 2.7679], [-5.3938, -1.3243, 2.6960], [-5.2645, -0.8584, 1.3640], [-4.5504, 0.4705, 1.1423], [-3.1712, 0.4721, 1.4824], [-2.9314, 0.6190, 2.8544], [-9.3008, -2.8520, 4.7359], [-8.2787, -4.2473, 4.0929], [-8.6744, -2.7656, 3.0971], [-5.9544, -4.1551, 4.3028], [-5.3082, -2.6383, 4.8691], [-6.3837, -2.9168, 2.0050], [-4.7063, -3.2422, 2.5061], [-6.3017, -0.7220, 0.8970], [-4.7543, -1.6567, 0.8238], [-5.1158, 1.2452, 1.6613], [-4.5970, 0.6237, 0.0494], [-3.3943, 1.4903, 3.2891], [-1.8506, 0.6918, 3.0179], [-3.2684, -0.2112, 3.4545], [5.4220, -4.8110, -2.3949], [5.1434, -3.4309, -2.2444], [5.1329, -2.8795, -0.9028], [4.0582, -3.3700, 0.0242], [4.3541, -4.6566, 0.4894], [3.6888, -4.9973, 1.6199], [3.9565, -6.4779, 2.0488], [3.5016, -7.4370, 1.0551], [2.0906, -7.7287, 1.0446], [5.9272, -4.8891, -3.3832], [4.5061, -5.4271, -2.4399], [5.8960, -5.2953, -1.5409], [4.7937, -1.8562, -1.1217], [6.1141, -3.0032, -0.4550], [3.0563, -3.2017, -0.4049], [4.0664, -2.6878, 0.9164], [2.6252, -5.0313, 1.4257], [3.8479, -4.3571, 2.5144], [3.4000, -6.6339, 2.9712], [5.0060, -6.8105, 2.1592], [1.7445, -8.0349, 2.0125], [1.9227, -8.5623, 0.3682], [1.5265, -6.8313, 0.7285], [2.4552, 2.2289, -4.0373], [1.2631, 2.1980, -4.8419], [1.0656, 1.0051, -5.5648], [-0.1375, 1.0992, -6.4969], [0.1629, 2.0236, -7.5520], [-0.9492, 2.2206, -8.4740], [-1.0480, 1.0270, -9.3942], [-1.9210, 1.3733, -10.5136], [-1.8195, 0.3756, -11.4791], [2.6232, 1.2357, -3.5393], [2.3593, 2.9923, -3.2802], [3.3395, 2.5356, -4.6636], [0.8709, 0.2156, -4.8656], [1.9631, 0.8364, -6.1839], [-0.9752, 1.5215, -5.9224], [-0.4318, 0.1007, -6.8337], [-0.6381, 3.1203, -9.0821], [-1.9062, 2.3762, -7.9577], [-1.3870, 0.1135, -8.8917], [-0.0666, 0.8290, -9.7815], [-1.9706, 0.8820, -12.4438], [-2.5769, -0.4654, -11.3601], [-0.8049, -0.1083, -11.5007], [-2.0855, -2.6413, 2.1359], [-2.1271, -3.9657, 2.6060], [-0.7987, -4.4425, 2.7006], [-0.7109, -5.9042, 3.1217], [-0.8941, -6.7631, 2.0067], [-1.1997, -8.0942, 2.3909], [-1.6243, -8.9359, 1.2138], [-0.5801, -9.1264, 0.2875], [-0.9521, -9.9521, -0.7825], [-3.0750, -2.2831, 1.9743], [-1.4279, -2.5747, 1.2654], [-1.6672, -2.0106, 2.9291], [-0.2717, -3.8087, 3.3888], [-0.3067, -4.3260, 1.7310], [-1.3996, -5.9419, 3.9806], [0.3123, -6.1915, 3.4884], [-2.0074, -8.0574, 3.1627], [-0.3600, -8.6257, 2.8603], [-2.4554, -8.3937, 0.7993], [-1.9263, -9.9502, 1.5791], [-0.1328, -10.0216, -1.4797], [-1.7677, -9.4970, -1.3494], [-1.1691, -10.9527, -0.3674], [1.6512, -1.7228, 3.5727], [1.5503, -0.9498, 4.7404], [1.5821, 0.4762, 4.5923], [2.3907, 0.9916, 5.7255], [2.8319, 2.3639, 5.6614], [1.8358, 3.3839, 5.4967], [2.3798, 4.7958, 5.5914], [2.6101, 4.9596, 6.9756], [2.9022, 6.2481, 7.3156], [0.7025, -1.8606, 3.0185], [2.1229, -2.6976, 3.8984], [2.3935, -1.2619, 2.8896], [0.6460, 0.9018, 4.6022], [2.2101, 0.6967, 3.7326], [3.2788, 0.4033, 5.8625], [1.9118, 0.7681, 6.7050], [1.0956, 3.3697, 6.3179], [1.2522, 3.2420, 4.5365], [1.5350, 5.4392, 5.3555], [3.2405, 5.0222, 4.9636], [3.9033, 6.5635, 7.0258], [2.8666, 6.4252, 8.4117], [2.2235, 6.9267, 6.8071], [5.0795, 0.2714, 2.2475], [4.9207, 0.6010, 1.0627], [5.6690, 0.1740, 0.0993], [5.2046, 0.6677, -1.2007], [4.1683, 1.8007, -0.7838], [3.8815, 1.3462, 0.5983], [6.0984, 1.0150, -1.7432], [4.6903, -0.1609, -1.6687], [3.2055, 1.8495, -1.3037], [4.5841, 2.8087, -0.8147], [-0.3074, 2.6845, 2.5684], [-0.8804, 3.6611, 2.2038], [-1.7180, 3.6937, 1.1517], [-2.1422, 5.0765, 0.9162], [-1.4609, 5.9122, 2.0306], [-0.6914, 4.9244, 2.6673], [-1.8085, 5.3766, -0.0540], [-3.2327, 5.0512, 0.9114], [-2.1819, 6.3426, 2.7108], [-0.7650, 6.6718, 1.5917], [1.7357, -1.0838, -1.9917], [1.2382, -0.3875, -1.1825], [1.0222, -0.7263, 0.1238], [0.3316, 0.3258, 0.8543], [0.3590, 1.4873, -0.2044], [0.8630, 0.8780, -1.3756], [-0.6437, -0.0436, 1.2038], [0.9663, 0.4235, 1.7481], [1.0653, 2.2869, 0.0021], [-0.5674, 1.8109, -0.5626]], "homo_ev": -9.0, "lumo_energy_ev": 0.2438, "e_tot_ev": -116081.7426, "orbital_gap_ev": 9.3}

=====

Record 2
{"formula": "C51H118N6O11", "method": "ωB97M-V with the def2-TZVPD basis set", "symbols": ["C", "O", "C", "C", "N", "C", "C", "O", "C", "H", "H", "H", "H", "H", "H", "H", "H", "H", "H", "H", "H", "H", "H", "H", "C", "O", "C", "C", "N", "C", "C", "O", "C", "H", "H", "H", "H", "H", "H", "H", "H", "H", "H", "H", "H", "H", "H", "H", "C", "C", "C", "C", "C", "C", "N", "O", "C", "C", "C", "H", "H", "H", "H", "H", "H", "H", "H", "H", "H", "H", "H", "H", "H", "H", "H", "H", "H", "H", "C", "C", "C", "C", "C", "C", "N", "O", "C", "C", "C", "H", "H", "H", "H", "H", "H", "H", "H", "H", "H", "H", "H", "H", "H", "H", "H", "H", "H", "H", "C", "C", "C", "C", "C", "C", "N", "O", "C", "C", "C", "H", "H", "H", "H", "H", "H", "H", "H", "H", "H", "H", "H", "H", "H", "H", "H", "H", "H", "H", "C", "C", "C", "C", "C", "C", "N", "O", "C", "C", "C", "H", "H", "H", "H", "H", "H", "H", "H", "H", "H", "H", "H", "H", "H", "H", "H", "H", "H", "H", "C", "O", "H", "H", "H", "H", "C", "O", "H", "H", "H", "H", "C", "O", "H", "H", "H", "H"], "xyz": [[1.1403, 4.6613, -4.6542], [1.5200, 4.3492, -3.3499], [0.3892, 4.4162, -2.4102], [-0.1747, 5.8682, -2.1575], [-1.2460, 5.8856, -1.1095], [-1.8693, 7.1531, -0.7737], [-2.3824, 7.9412, -2.1007], [-1.3702, 8.6110, -2.7571], [-1.7696, 8.9511, -4.1070], [0.9252, 5.6616, -5.0302], [0.2680, 4.0556, -4.8996], [1.9674, 4.4155, -5.3202], [0.8596, 4.0978, -1.4799], [-0.3988, 3.6897, -2.6087], [-0.6002, 6.3179, -3.0546], [0.5806, 6.5176, -1.7151], [-0.8178, 5.4335, -0.3143], [-1.2379, 7.8209, -0.1878], [-2.8215, 6.8667, -0.3271], [-3.0438, 8.7861, -1.9084], [-3.0279, 7.3208, -2.7223], [-2.8479, 8.9771, -4.2645], [-1.5036, 8.3022, -4.9414], [-1.4673, 9.9403, -4.4508], [-5.0372, -2.5481, 1.1355], [-4.0300, -1.5128, 1.4428], [-2.9912, -1.9566, 2.3730], [-1.9878, -0.7689, 2.6676], [-1.2617, -1.0618, 3.9375], [-0.5020, 0.0324, 4.4333], [0.0555, -0.3767, 5.7927], [0.9744, -1.4948, 5.7392], [1.5548, -1.7180, 6.9990], [-5.6899, -2.7168, 1.9921], [-4.7112, -3.5216, 0.7692], [-5.7648, -2.0498, 0.4949], [-2.4456, -2.7683, 1.8917], [-3.4343, -2.3593, 3.2838], [-2.5515, 0.1574, 2.7787], [-1.3215, -0.6099, 1.8197], [-1.8724, -1.5712, 4.5601], [-1.1345, 0.8970, 4.6345], [0.2862, 0.3436, 3.7477], [-0.7291, -0.6070, 6.5135], [0.4668, 0.4623, 6.3540], [2.0930, -2.6640, 6.9392], [0.8679, -1.8437, 7.8360], [2.2049, -0.8863, 7.2705], [-1.8868, -9.9314, -6.0682], [-1.7963, -9.5509, -4.5784], [-0.7836, -10.4075, -3.8231], [0.7026, -10.0118, -4.0823], [0.8442, -8.5251, -3.6299], [-0.0464, -7.6204, -4.3515], [-1.4437, -8.1088, -4.3937], [-2.3448, -7.2029, -4.9465], [-0.2197, -6.3946, -3.5518], [0.4943, -7.3079, -5.7682], [-3.1390, -9.7692, -3.8812], [-2.6586, -9.3997, -6.6247], [-2.0632, -10.9959, -6.2224], [-0.9303, -9.6022, -6.4741], [-0.8561, -10.4859, -2.7383], [-0.8286, -11.4274, -4.2049], [0.9449, -10.3356, -5.0945], [1.2550, -10.7287, -3.4748], [1.8789, -8.2068, -3.7574], [0.7089, -8.5165, -2.5483], [-0.7062, -5.5241, -3.9918], [-0.7622, -6.4551, -2.6083], [0.7012, -6.0002, -3.1222], [0.7305, -8.2202, -6.3158], [-0.1573, -6.7024, -6.3982], [1.4277, -6.7461, -5.8019], [-3.9712, -9.3614, -4.4549], [-3.2077, -9.2883, -2.9054], [-3.4532, -10.8092, -3.7933], [-3.0000, -7.2388, -4.2458], [0.2422, 0.9169, 0.1920], [1.0924, 0.2386, -0.9030], [2.6075, 0.3460, -0.4412], [3.4922, -0.5244, -1.3639], [3.1278, -2.0058, -1.1978], [1.6155, -2.2917, -1.4509], [0.6980, -1.1716, -0.9330], [-0.6376, -1.5052, -1.1868], [1.3923, -2.4774, -3.0071], [1.3324, -3.5988, -0.6567], [0.9443, 0.8956, -2.2647], [-0.8389, 0.8252, 0.0881], [0.5141, 1.9642, 0.3241], [0.4561, 0.3776, 1.1147], [2.9255, 1.3772, -0.2874], [2.6328, -0.2370, 0.4794], [4.4433, -0.4039, -0.8452], [3.6359, -0.2043, -2.3959], [3.3966, -2.2866, -0.1795], [3.6461, -2.5848, -1.9621], [1.3753, -1.5635, -3.6009], [2.3239, -2.8840, -3.4004], [0.5388, -3.0536, -3.3643], [1.6623, -3.5823, 0.3820], [0.2554, -3.6336, -0.4924], [1.6985, -4.4394, -1.2461], [1.4275, 1.8713, -2.3144], [-0.1199, 1.0388, -2.4522], [1.3179, 0.3321, -3.1197], [-0.9971, -1.8191, -0.3538], [-2.1230, 3.2697, 1.3653], [-3.6029, 2.9738, 1.0759], [-4.2245, 2.6112, 2.4833], [-5.6839, 2.3655, 2.4360], [-6.3234, 3.7855, 2.0528], [-5.7478, 4.3052, 0.6423], [-4.3171, 4.1493, 0.6428], [-3.7669, 4.5229, -0.5002], [-6.4680, 3.5006, -0.4377], [-6.1265, 5.8869, 0.4777], [-3.6669, 1.7244, 0.0918], [-1.5907, 2.3527, 1.6182], [-1.6146, 3.6089, 0.4628], [-1.9584, 4.0149, 2.1435], [-3.7011, 1.7969, 2.9844], [-4.0681, 3.3764, 3.2435], [-6.0259, 1.5790, 1.7632], [-5.9828, 2.1874, 3.4690], [-6.1734, 4.5286, 2.8359], [-7.4116, 3.7472, 2.1014], [-6.4429, 2.4256, -0.2593], [-6.1297, 3.7861, -1.4338], [-7.5056, 3.8178, -0.3326], [-5.4243, 6.3101, 1.1959], [-7.1714, 5.9156, 0.7868], [-5.7497, 6.3392, -0.4397], [-3.0924, 1.9539, -0.8056], [-3.1929, 0.9246, 0.6608], [-4.6748, 1.4540, -0.2228], [-3.1957, 5.2331, -0.1987], [4.0580, 0.9197, 2.4789], [4.6004, 1.2661, 3.8847], [6.0801, 1.5231, 3.6927], [6.7620, 1.7285, 5.0695], [6.1885, 2.9508, 5.7177], [4.5715, 3.0398, 5.6961], [3.9965, 2.5198, 4.4139], [2.5780, 2.6830, 4.3195], [4.1205, 2.3833, 6.9628], [4.1556, 4.5845, 5.7450], [4.2580, -0.0397, 4.6610], [4.0328, 1.7793, 1.8091], [3.0093, 0.6437, 2.5887], [4.5770, 0.0838, 2.0099], [6.4751, 0.8184, 2.9609], [6.2644, 2.4654, 3.1769], [7.8336, 1.8286, 4.8974], [6.5029, 0.8612, 5.6768], [6.7582, 3.7858, 5.3098], [6.4634, 2.9699, 6.7723], [4.3312, 3.0267, 7.8171], [3.0391, 2.2498, 6.9922], [4.4798, 1.3542, 6.9643], [5.0148, 5.1233, 6.1444], [3.8861, 4.9515, 4.7546], [3.2737, 4.7501, 6.3639], [4.5955, -0.9834, 4.2323], [3.1882, -0.2465, 4.6890], [4.3856, -0.0295, 5.7435], [2.3178, 3.5618, 4.0338], [5.1445, 2.9472, -2.8381], [4.1964, 3.0029, -3.9106], [4.6830, 2.6390, -1.9000], [6.0262, 2.3528, -3.0775], [5.6180, 3.9161, -2.6789], [3.4691, 3.5190, -3.5553], [1.2623, -3.8776, 3.4524], [-0.1501, -3.9838, 3.3675], [1.7059, -3.3215, 2.6265], [1.4051, -3.2677, 4.3444], [1.7938, -4.8246, 3.5467], [-0.4118, -3.1148, 3.6803], [-0.0176, 0.3985, -5.7834], [0.3433, 0.3357, -7.1950], [-0.7237, -0.4188, -5.6364], [0.8717, 0.3365, -5.1562], [-0.4487, 1.3144, -5.3793], [0.8481, 1.1081, -7.4596]], "homo_ev": [-9.0, -9.0], "total_charge": 1, "lumo_energy_ev": [-2.4863, -6.5936], "e_tot_ev": -86242.1601, "multiplicity": 2, "orbital_gap_ev": [6.5, 2.4]}